P) {
  "formula": "CH5BrN2",
  "method": "ωB97M-V with the def2-TZVPD basis set",
  "spin_multiplicity": 1,
  "e_lumo_ha": -0.029,
  "smiles": "CN(N)Br",
  "elements": ["Br", "N", "N", "C", "H", "H", "H", "H", "H"],
  "coordinates": [[1.66, -1.48, 1.21], [0.56, 0.00, -0.24], [-0.16, -0.76, -1.02], [-0.20, 0.99, 0.45], [0.40, 1.43, 1.24], [-1.08, -1.08, -0.69], [-1.15, 0.62, 0.84], [-0.40, 1.76, -0.30], [0.38, -1.48, -1.49]]
}

***

Q) {
  "formula": "CH5BrN2",
  "method": "ωB97M-V with the def2-TZVPD basis set",
  "spin_multiplicity": 1,
  "e_lumo_ha": -0.019,
  "smiles": "CNNBr",
  "elements": ["Br", "N", "N", "C", "H", "H", "H", "H", "H"],
  "coordinates": [[-2.43, 0.47, 0.07], [-0.92, -1.03, -0.31], [0.33, -0.70, 0.44], [0.90, 0.51, -0.02], [-0.83, -0.98, -1.25], [1.78, 0.87, 0.56], [1.11, 0.31, -1.09], [0.00, -0.71, 1.35], [0.06, 1.27, 0.25]]
}

***

Energies in kcal/mol, measured from the most stable structure: P) 0.0; Q) 15.1.

***

P) {
  "formula": "C2H8N",
  "method": "ωB97M-V with the def2-TZVPD basis set",
  "total_charge": 1,
  "spin_multiplicity": 1,
  "e_lumo_ha": -0.329,
  "elements": ["N", "C", "C", "H", "H", "H", "H", "H", "H", "H", "H"],
  "coordinates": [[-0.27, -0.78, -0.40], [-0.83, 1.28, 1.01], [1.04, -0.94, -0.82], [1.29, -0.56, -1.82], [1.22, -2.03, -0.84], [-0.99, -1.27, -0.95], [1.72, -0.54, -0.08], [-0.54, 0.96, 2.01], [-0.23, 2.12, 0.65], [-0.52, 0.32, 0.33], [-1.89, 1.44, 0.90]]
}

***

Q) {
  "formula": "C2H8N",
  "method": "ωB97M-V with the def2-TZVPD basis set",
  "total_charge": 1,
  "spin_multiplicity": 1,
  "e_lumo_ha": -0.152,
  "elements": ["N", "C", "C", "H", "H", "H", "H", "H", "H", "H", "H"],
  "coordinates": [[0.85, 0.56, 1.40], [-0.23, -0.96, -1.16], [-1.06, 0.08, -1.05], [-0.11, 0.45, 1.73], [0.52, -0.99, -1.94], [-1.90, 0.09, -0.36], [-0.52, -1.95, -0.81], [1.46, 0.41, 2.22], [1.05, 1.52, 1.09], [-1.08, 0.89, -1.76], [1.03, -0.09, 0.63]]
}

***

Energies in kcal/mol, measured from the most stable structure: P) 104.0; Q) 0.0.